(1)
# C18H15LiN3O3

C18H15LiN3O3 as an isolated structure at a distorted geometry (wB97M-V/def2-TZVPD, the OMol25 dataset).

Geometry as ORCA input:
```
! RIJCOSX wB97M-V def2-TZVPD def2/J DEFGRID3
* xyz 1 1
Li 0.775 0.438 0.535
O -0.526 -2.920 -2.076
C -0.572 -2.831 -3.275
O -2.976 -1.752 -1.962
C -2.712 -1.579 -3.132
O -3.416 -0.782 -4.026
N -1.651 -2.177 -3.880
C -3.308 -1.424 -5.307
C -2.002 -2.202 -5.290
H -3.341 -0.706 -6.120
H -4.135 -2.130 -5.391
H -1.223 -1.718 -5.884
H -2.146 -3.235 -5.609
C 0.485 -3.414 -4.145
C 1.746 -3.583 -3.723
H 0.144 -3.743 -5.141
H 2.085 -2.992 -2.844
H 2.468 -4.259 -4.211
C 0.883 4.795 1.114
C 0.601 3.601 0.428
N 0.578 2.383 1.033
C 0.788 2.260 2.384
C 1.083 3.471 3.133
C 1.132 4.736 2.462
C 1.360 3.324 4.517
C 1.326 2.109 5.173
C 1.018 0.883 4.534
C 1.009 -0.360 5.242
C 0.743 -1.521 4.550
C 0.484 -1.431 3.167
N 0.503 -0.261 2.474
C 0.756 0.925 3.105
H 0.888 5.737 0.546
H 0.378 3.660 -0.649
H 1.380 5.673 2.991
H 1.638 4.223 5.070
H 1.570 2.085 6.235
H 1.232 -0.426 6.317
H 0.721 -2.500 5.029
H 0.235 -2.357 2.628
*
```

HOMO-LUMO gap (eV): 8.3



(2)
# C3H7NO

One molecule with the formula C3H7NO (wB97M-V/def2-TZVPD, the OMol25 dataset).

Geometry as ORCA input:
```
! RIJCOSX wB97M-V def2-TZVPD def2/J DEFGRID3
* xyz 0 1
C -1.275 0.599 0.423
C -0.528 -0.681 0.059
N 0.681 -0.431 -0.714
C 1.762 0.176 -0.169
O 1.833 0.553 0.986
H -2.180 0.362 0.992
H -1.563 1.155 -0.476
H -0.631 1.233 1.038
H -1.161 -1.347 -0.535
H -0.248 -1.218 0.971
H 0.717 -0.699 -1.685
H 2.594 0.297 -0.890
*
```

HOMO-LUMO gap (eV): 10.8
ΔE to the lowest compared entry with this formula, charge and spin (kcal/mol): 9.3



(3)
# C48H116B2F8N6O4

A 8-piece molecular cluster, C48H116B2F8N6O4 overall at a distorted geometry (wB97M-V/def2-TZVPD, the OMol25 dataset).

Geometry as ORCA input:
```
! RIJCOSX wB97M-V def2-TZVPD def2/J DEFGRID3
* xyz 3 2
C -2.099 1.739 7.684
C -2.881 2.088 6.356
N -2.977 3.583 6.001
C -3.826 3.599 4.718
C -3.642 4.383 7.206
C -4.365 5.684 6.727
C -1.557 4.070 5.716
C -0.766 3.332 4.551
O -1.442 3.530 3.351
C -0.915 2.652 2.345
H -1.048 1.968 7.510
H -2.121 0.661 7.843
H -2.333 2.230 8.629
H -3.928 1.788 6.383
H -2.502 1.497 5.522
H -4.809 3.459 5.169
H -3.475 2.767 4.107
H -3.728 4.609 4.320
H -2.793 4.604 7.853
H -4.348 3.722 7.709
H -4.398 6.261 7.652
H -5.392 5.383 6.524
H -3.984 6.201 5.847
H -1.157 3.906 6.717
H -1.653 5.134 5.498
H -0.609 2.278 4.782
H 0.213 3.800 4.452
H 0.138 2.848 2.145
H -1.490 2.778 1.427
H -0.965 1.586 2.566
C 4.186 3.164 -5.061
C 2.754 3.643 -4.630
N 2.262 3.115 -3.218
C 3.418 3.315 -2.141
C 1.028 3.977 -2.760
C 0.361 3.740 -1.388
C 1.956 1.587 -3.209
C 0.734 1.124 -3.964
O 0.866 1.331 -5.391
C -0.410 0.988 -6.032
H 5.023 3.383 -4.399
H 4.382 3.580 -6.049
H 4.305 2.084 -5.144
H 1.951 3.379 -5.318
H 2.742 4.733 -4.631
H 3.029 2.990 -1.176
H 3.834 4.321 -2.101
H 4.293 2.741 -2.445
H 0.337 3.878 -3.598
H 1.360 5.013 -2.818
H -0.516 4.369 -1.236
H 1.171 3.974 -0.697
H 0.040 2.711 -1.227
H 1.876 1.300 -2.160
H 2.845 1.141 -3.655
H -0.202 1.493 -3.545
H 0.714 0.036 -3.897
H -0.381 0.981 -7.122
H -1.207 1.684 -5.770
H -0.813 0.000 -5.811
C 5.569 -1.144 1.995
C 5.081 0.244 2.377
N 4.125 0.234 3.618
C 4.841 -0.214 4.895
C 3.673 1.784 3.921
C 3.129 2.491 2.737
C 2.901 -0.757 3.364
C 1.695 -0.759 4.323
O 2.052 -1.459 5.423
C 1.158 -1.418 6.576
H 4.729 -1.615 1.486
H 6.001 -1.757 2.787
H 6.356 -1.059 1.246
H 4.731 0.817 1.518
H 5.982 0.795 2.644
H 5.246 -1.224 4.830
H 4.148 -0.266 5.734
H 5.711 0.435 4.990
H 4.583 2.237 4.314
H 3.043 1.799 4.811
H 2.253 2.106 2.214
H 3.884 2.686 1.975
H 2.786 3.459 3.103
H 3.317 -1.764 3.361
H 2.519 -0.504 2.375
H 0.882 -1.303 3.843
H 1.210 0.187 4.563
H 0.330 -2.115 6.444
H 0.799 -0.420 6.828
H 1.793 -1.721 7.409
C -2.752 -6.008 1.942
C -1.770 -5.378 0.967
N -2.435 -4.684 -0.272
C -1.212 -4.135 -1.107
C -3.283 -5.697 -1.139
C -2.636 -6.988 -1.501
C -3.343 -3.512 0.162
C -2.730 -2.561 1.143
O -3.738 -1.648 1.551
C -3.262 -0.382 1.976
H -3.342 -6.810 1.496
H -3.352 -5.209 2.377
H -2.271 -6.391 2.842
H -1.132 -6.152 0.541
H -1.142 -4.622 1.437
H -0.586 -4.958 -1.451
H -0.516 -3.545 -0.510
H -1.620 -3.485 -1.881
H -3.493 -5.237 -2.105
H -4.173 -6.007 -0.593
H -2.619 -7.657 -0.641
H -1.618 -6.800 -1.845
H -3.277 -7.419 -2.270
H -4.197 -4.056 0.567
H -3.490 -3.000 -0.788
H -1.840 -2.132 0.683
H -2.289 -3.018 2.029
H -4.054 0.342 2.168
H -2.601 0.014 1.205
H -2.682 -0.613 2.869
C 6.177 -5.324 -4.200
C 4.822 -4.625 -4.220
C 4.280 -4.172 -2.809
N 3.094 -3.136 -2.870
C 3.002 -2.661 -1.399
C 1.815 -3.932 -3.316
C 1.112 -3.135 -4.490
C 2.293 -2.393 -5.102
C 3.114 -1.982 -3.913
H 6.851 -4.794 -3.527
H 6.563 -5.380 -5.218
H 5.993 -6.340 -3.852
H 4.059 -5.178 -4.768
H 4.951 -3.725 -4.822
H 5.106 -3.610 -2.372
H 4.036 -4.999 -2.143
H 2.506 -3.479 -0.878
H 2.366 -1.780 -1.317
H 4.000 -2.370 -1.071
H 1.091 -4.137 -2.527
H 2.060 -4.906 -3.740
H 0.406 -2.368 -4.171
H 0.599 -3.818 -5.167
H 2.007 -1.517 -5.684
H 2.736 -3.082 -5.822
H 2.747 -1.131 -3.339
H 4.158 -1.804 -4.171
C -4.643 1.041 -6.345
C -4.988 0.701 -4.911
C -3.909 1.145 -3.869
N -4.410 1.292 -2.403
C -4.640 -0.142 -1.827
C -5.694 2.215 -2.302
C -5.523 2.862 -0.968
C -3.973 3.120 -0.856
C -3.287 1.985 -1.603
H -3.945 0.319 -6.772
H -4.253 2.058 -6.317
H -5.589 1.182 -6.867
H -5.209 -0.354 -4.750
H -5.874 1.292 -4.677
H -3.582 2.154 -4.120
H -3.044 0.491 -3.982
H -3.662 -0.622 -1.866
H -5.371 -0.688 -2.423
H -4.978 -0.048 -0.795
H -6.559 1.557 -2.375
H -5.686 2.965 -3.094
H -5.746 2.205 -0.127
H -6.032 3.821 -0.870
H -3.587 3.083 0.163
H -3.646 4.063 -1.295
H -2.983 1.116 -1.020
H -2.512 2.390 -2.254
B 5.246 0.378 -1.690
F 5.257 0.586 -3.018
F 6.171 1.248 -1.142
F 3.956 0.502 -1.218
F 5.884 -0.795 -1.512
B 0.118 -0.204 0.401
F -0.632 0.869 0.056
F 1.512 -0.044 0.339
F -0.164 -0.841 1.560
F -0.133 -1.072 -0.620
*
```

HOMO-LUMO gap (alpha / beta) (eV): 2.1 / 10.2
⟨S²⟩: 0.751



(4)
# C3H4HoMgO4

C3H4HoMgO4 as an isolated structure at a distorted geometry (wB97M-V/def2-TZVPD, the OMol25 dataset).

Geometry as ORCA input:
```
! RIJCOSX wB97M-V def2-TZVPD def2/J DEFGRID3
* xyz 2 6
O 0.790 -1.039 3.166
C 0.736 -0.155 2.166
O 0.704 1.200 2.486
C 1.531 1.630 3.604
Ho 1.531 -0.276 4.955
H -0.759 -0.369 0.204
H 1.045 2.536 3.997
H 2.508 1.952 3.196
H 1.101 -0.389 1.154
O -1.799 0.509 -1.517
C -1.527 -0.493 -0.799
O -1.954 -1.631 -1.140
Mg -2.923 -0.718 -2.675
*
```

HOMO-LUMO gap (alpha / beta) (eV): 3.8 / 6.5
⟨S²⟩: 8.764